The following is a quantum chemistry calculation of C6H14N2O as an isolated structure in a non-equilibrium geometry, from OMol25.

XYZ file:
```
23
C6H14N2O | OMol25 | wB97M-V/def2-TZVPD
C -1.9655 1.3966 -0.3377
C -1.2058 0.6733 0.7388
C 1.2653 0.1694 -0.0340
C 1.0298 1.4234 -0.9058
C 1.7639 -1.1535 -0.7554
C 2.0618 0.2773 1.1785
H -2.9171 0.9274 -0.7186
H -1.3746 1.7997 -1.1236
H -2.5380 2.1667 0.2235
H -1.9749 0.3903 1.4243
H -0.9349 1.6545 1.4549
H 1.9328 1.6654 -2.0308
H 1.0888 2.3026 -0.1492
H -0.2529 1.4475 -1.4179
H 3.0179 -1.3785 -0.7069
H 1.5104 -1.4344 -1.8076
H 1.2291 -1.8424 0.0046
H 1.6431 1.2772 1.5996
H 3.1201 0.1806 0.8799
H 1.7669 -0.4662 2.0401
N -0.1524 -0.3208 0.2566
N -0.7998 -1.5223 0.0036
O -2.0435 -1.5635 -0.1000
```

Summary:
relative energy (zero: lowest compared OMol25 entry of this formula, charge and spin) = 221.49 kcal per mole
calculated total energy = -11468.16548 eV
charge = 0